Entry 1:
11
Properties=species:S:1:pos:R:3:forces:R:3 method="wB97M-V/def2-TZVPD" smiles="C#CC(=C)C" homo_lumo_gap_ev=10.016 de_lowest_kj_mol=193.78 spin_multiplicity=1
C 2.215 -0.077 -0.018 0.2 0.0 -0.5
C 1.000 -0.101 0.069 1.0 1.2 0.4
C -0.452 0.108 0.147 0.3 0.6 -1.6
C -0.983 1.350 -0.049 0.5 -2.0 1.1
C -1.222 -1.175 -0.045 -1.9 0.7 -0.4
H 3.314 -0.019 -0.241 -1.9 -0.3 0.6
H -0.367 2.204 -0.031 0.9 0.8 -0.1
H -2.037 1.583 -0.051 -0.2 -0.5 -0.2
H -2.301 -0.817 -0.413 2.3 -1.4 0.6
H -1.314 -1.770 0.879 -0.1 0.3 -0.3
H -0.645 -1.808 -0.765 -0.9 0.5 0.3

Entry 2:
35
Properties=species:S:1:pos:R:3:forces:R:3 method="wB97M-V/def2-TZVPD" s_squared=6.07 homo_lumo_gap_ev="4.919 / 4.943" de_lowest_kj_mol=0.00 spin_multiplicity=5
C -0.278 0.286 -1.092 0.6 0.5 0.1
C -1.163 1.395 -1.173 0.9 -0.3 0.5
C -0.357 2.561 -1.235 -0.1 0.3 -0.6
C 1.012 2.195 -1.277 -0.6 -0.3 0.7
C 1.081 0.785 -1.155 -0.9 -0.4 0.2
Mn 1.474 -1.208 1.500 -0.6 0.2 -0.9
P 0.350 -3.210 0.647 -0.1 -0.2 0.3
H -0.588 -0.751 -0.950 0.1 0.2 -0.3
H -2.252 1.348 -1.155 0.3 0.1 -0.1
H -0.748 3.578 -1.375 0.2 -0.5 0.1
H 2.002 0.191 -1.140 -0.3 0.1 -0.2
H 1.861 2.875 -1.266 -0.2 -0.1 -0.2
H 1.059 -4.215 -0.070 -0.4 0.1 0.1
H -0.884 -3.196 -0.092 0.7 0.0 0.4
H -0.063 -3.976 1.788 0.1 0.1 -0.7
C -1.728 0.258 2.412 -0.8 0.0 0.5
P 0.041 0.493 2.258 1.1 -0.6 -0.6
C 0.290 2.270 2.151 0.2 0.7 0.3
C 0.785 -0.025 3.857 -0.7 0.8 0.6
C -0.006 -0.758 4.754 0.5 -0.2 0.1
C 0.495 -1.095 6.007 0.3 0.0 0.2
C 1.768 -0.668 6.398 -0.1 0.2 -0.5
C 2.554 0.087 5.510 -0.1 -0.3 0.3
C 2.076 0.412 4.244 -0.4 -0.4 -0.2
H -2.238 0.724 1.562 0.3 -0.1 0.1
H -2.081 0.722 3.342 -0.1 0.0 -0.1
H -1.987 -0.806 2.430 0.1 0.2 -0.1
H 0.303 2.711 3.155 -0.1 0.0 -0.1
H 1.237 2.496 1.647 -0.3 -0.1 0.0
H -0.517 2.722 1.564 0.2 -0.2 -0.1
H -1.005 -1.091 4.462 0.3 0.2 0.2
H -0.113 -1.686 6.692 0.1 0.2 -0.1
H 2.150 -0.916 7.386 -0.1 0.1 -0.2
H 3.545 0.419 5.826 -0.3 -0.1 -0.1
H 2.691 0.988 3.540 -0.3 -0.1 0.3

Entry 3:
13
Properties=species:S:1:pos:R:3:forces:R:3 method="wB97M-V/def2-TZVPD" homo_lumo_gap_ev=9.185 de_lowest_kj_mol=530.94 spin_multiplicity=1
C 1.605 0.669 -0.115 -0.2 -0.2 0.0
N -0.918 0.697 0.229 -0.1 0.2 0.0
C 0.019 -0.242 0.107 0.3 -0.1 0.0
C -2.240 0.450 -0.058 -0.1 0.1 0.1
C 0.238 -1.554 0.183 -0.1 0.2 0.0
O -3.153 1.205 0.189 0.3 -0.2 -0.1
H 0.498 1.108 0.291 0.0 0.0 0.0
H -2.410 -0.517 -0.577 0.0 0.1 0.0
H 2.291 0.320 0.645 -0.1 0.0 0.0
H 1.675 1.770 -0.218 0.0 -0.1 0.0
H 1.797 0.290 -1.114 0.0 0.0 0.0
H -0.594 -2.184 0.466 0.0 0.0 0.0
H 1.191 -2.011 -0.027 0.0 0.1 0.0

Entry 4:
14
Properties=species:S:1:pos:R:3:forces:R:3 method="wB97M-V/def2-TZVPD" homo_lumo_gap_ev=9.666 de_lowest_kj_mol=227.19 spin_multiplicity=1
C 2.794 0.154 0.022 -1.8 -1.3 0.5
C 1.813 -0.732 0.186 0.3 1.8 -1.0
C -0.490 1.415 -0.271 4.1 0.5 -1.8
N -0.801 -1.798 -0.190 0.2 0.6 0.3
Si 0.009 -0.415 -0.167 0.3 -0.6 0.6
H 3.789 0.057 0.263 2.2 -1.0 0.5
H 2.608 1.084 -0.314 -0.9 3.3 -1.2
H 2.224 -1.641 0.464 -0.2 -2.2 0.8
H -1.486 1.564 -0.076 -2.6 0.2 -0.2
H 0.024 2.063 0.494 0.0 -0.8 -0.8
H -0.133 1.797 -1.367 -1.1 -0.7 2.6
H -4.470 -0.849 0.183 0.7 0.1 1.3
H -1.795 -1.905 -0.097 -0.3 0.1 -0.3
H -4.087 -0.795 0.871 -0.7 -0.1 -1.3

Entry 5:
52
Properties=species:S:1:pos:R:3:forces:R:3 method="wB97M-V/def2-TZVPD" smiles="CCNC(=S)N(CCc1c(C)[nH]c2ccc(C)cc12)Cc1cccnc1" homo_lumo_gap_ev=8.372 spin_multiplicity=1
C -0.531 -3.185 -2.124 0.0 0.0 0.3
C -0.576 -3.149 -0.600 -0.2 -0.4 -0.3
N 0.007 -1.936 -0.079 0.0 0.6 0.0
C 1.261 -1.850 0.409 0.0 0.0 0.2
S 2.155 -3.217 0.723 0.4 -0.8 0.0
N 1.756 -0.611 0.665 -0.1 0.0 -0.1
C 1.048 0.603 0.326 -0.3 -0.1 0.1
C -0.058 0.967 1.349 0.0 0.1 -0.3
C -1.276 1.493 0.664 0.1 0.4 0.1
C -1.436 2.728 0.094 0.2 -0.2 0.2
C -0.507 3.888 0.045 -0.1 -0.1 -0.1
N -2.670 2.795 -0.505 0.0 0.3 -0.1
C -3.324 1.608 -0.336 0.0 -0.5 0.2
C -4.579 1.192 -0.760 -0.1 0.0 0.0
C -4.971 -0.087 -0.435 0.0 0.1 0.0
C -4.153 -0.950 0.310 0.0 -0.1 0.1
C -4.650 -2.329 0.631 0.0 0.0 0.0
C -2.910 -0.529 0.733 -0.1 0.0 0.0
C -2.473 0.755 0.404 -0.3 0.3 -0.3
C 3.011 -0.442 1.365 0.3 -0.2 0.2
C 4.057 0.202 0.501 0.1 0.2 0.0
C 4.889 1.206 0.982 -0.1 -0.2 -0.1
C 5.838 1.759 0.139 0.0 0.0 0.0
C 5.912 1.291 -1.164 0.2 0.3 0.2
N 5.126 0.338 -1.635 0.1 -0.1 -0.5
C 4.232 -0.193 -0.824 -0.2 -0.1 0.3
H -0.978 -4.106 -2.486 -0.1 -0.1 -0.1
H 0.499 -3.140 -2.469 0.1 0.0 0.0
H -1.080 -2.342 -2.543 -0.1 0.1 -0.1
H -0.014 -3.989 -0.187 -0.2 0.2 0.0
H -1.613 -3.205 -0.255 0.0 0.0 0.0
H -0.501 -1.091 -0.290 0.0 0.0 0.0
H 0.612 0.506 -0.675 0.1 0.0 0.1
H 1.786 1.405 0.267 -0.1 0.0 -0.1
H 0.327 1.699 2.061 0.0 -0.1 0.1
H -0.325 0.071 1.912 0.0 0.0 0.1
H 0.267 3.782 0.800 0.1 0.0 0.1
H -0.024 3.957 -0.931 0.1 0.1 0.0
H -1.045 4.818 0.223 0.0 0.1 0.0
H -3.033 3.601 -0.985 0.0 -0.1 0.0
H -5.224 1.850 -1.325 -0.1 0.0 -0.1
H -5.941 -0.442 -0.754 -0.1 0.0 0.0
H -3.958 -2.851 1.288 0.0 -0.1 0.0
H -4.768 -2.913 -0.282 0.0 -0.1 0.0
H -5.622 -2.281 1.120 -0.1 -0.1 0.1
H -2.288 -1.185 1.326 0.1 -0.1 0.1
H 2.847 0.154 2.270 0.0 0.0 0.0
H 3.349 -1.443 1.661 -0.1 0.3 0.0
H 4.795 1.545 2.005 0.0 0.0 0.1
H 6.501 2.538 0.484 0.1 0.1 0.0
H 6.631 1.694 -1.865 0.1 0.1 0.0
H 3.620 -0.979 -1.247 -0.1 -0.1 0.1

Entry 6:
51
Properties=species:S:1:pos:R:3:forces:R:3 method="wB97M-V/def2-TZVPD" charge=+1 homo_lumo_gap_ev=6.084 de_lowest_kj_mol=226.54 spin_multiplicity=1
C 2.417 -1.265 3.631 -0.6 0.5 -1.2
C 2.129 -0.649 2.456 0.3 0.2 1.6
C 2.412 0.877 2.367 0.8 -1.9 -1.2
S 0.952 1.972 2.614 -0.6 0.5 0.1
C -0.114 1.890 1.087 -0.4 0.0 -0.1
C 0.598 2.492 -0.183 0.3 -0.7 0.4
C 1.189 1.379 -1.121 -0.5 0.2 -0.4
C 0.124 0.365 -1.685 0.6 -0.8 0.0
C 0.881 -0.969 -2.110 0.5 0.8 -0.1
O 0.090 -2.139 -1.799 0.0 0.4 0.7
C 0.397 -2.662 -0.558 -0.5 -1.0 1.6
C -0.723 -2.705 0.554 -0.2 0.6 -1.3
O 1.462 -3.132 -0.261 0.1 0.7 -0.8
C -0.145 1.357 3.927 -1.5 -1.3 1.9
C -0.483 2.253 5.028 -0.3 -2.1 -1.0
C -1.399 1.736 6.032 0.5 1.0 -0.4
N -1.989 0.519 6.058 1.8 0.7 -1.8
C -1.632 -0.296 5.034 0.3 -0.4 -1.2
C -0.743 0.013 3.931 0.1 2.2 1.1
H 2.945 -0.679 4.414 -0.6 -0.8 -0.4
H 2.071 -2.307 3.791 0.8 0.8 0.0
H 1.682 -1.224 1.615 0.3 0.8 0.6
H 3.246 1.173 3.059 -1.2 0.0 -0.3
H 2.807 1.078 1.331 -0.7 0.4 1.0
H -0.455 0.833 0.982 0.3 0.8 0.0
H -1.014 2.507 1.352 0.9 -0.6 0.1
H 1.419 3.166 0.171 -0.7 -0.4 -0.5
H -0.153 3.110 -0.730 0.6 -0.5 0.4
H 2.005 0.786 -0.624 -0.8 0.7 -0.3
H 1.654 1.899 -1.996 -0.2 -0.4 0.8
H -0.663 0.067 -0.939 0.7 0.4 -0.6
H -0.408 0.761 -2.590 0.4 -0.1 0.9
H 1.117 -0.896 -3.203 -0.4 -0.6 0.9
H 1.866 -1.092 -1.588 -0.8 0.3 -0.4
H -1.457 -3.522 0.316 0.6 0.8 0.2
H -0.268 -2.876 1.556 -0.2 0.0 -1.0
H -1.254 -1.719 0.527 0.1 -0.9 0.1
H -0.070 3.282 5.075 -0.4 -0.9 0.1
H -1.664 2.435 6.864 0.2 -0.8 -0.8
H -2.105 -1.309 5.017 0.5 1.0 0.2
H -0.513 -0.702 3.115 -0.4 0.5 0.9
N -1.404 -0.827 -5.159 0.0 0.0 0.0
C -2.646 -0.586 -5.683 -0.1 0.1 0.0
C -2.496 -0.325 -7.020 -0.1 0.0 0.1
C -1.111 -0.417 -7.317 0.1 0.0 0.0
C -0.463 -0.731 -6.151 0.1 0.0 0.0
H -1.213 -1.042 -4.196 -0.1 -0.1 -0.1
H -3.525 -0.620 -5.061 0.0 0.0 -0.1
H -3.292 -0.095 -7.710 0.0 0.0 0.0
H -0.643 -0.271 -8.277 0.0 0.0 0.1
H 0.582 -0.893 -5.941 0.0 0.0 -0.1

| no. | electronic energy (eV) |
| --- | --- |
| 1 | -5279.1907 |
| 2 | -63682.1829 |
| 3 | -7794.1416 |
| 4 | -12621.9083 |
| 5 | -38995.7900 |
| 6 | -38041.5786 |